Entry 1:
Molecular formula: C27H28KN7O2
Method: DFT, wB97M-V/def2-TZVPD

Results
Frontier orbital gap   8.5 eV
Energy relative to the best compared isomer or geometry (same formula, charge and spin)   0.0 kcal per mole
Max |F|   1.06 eV Å⁻¹
Molar mass   521.666 g/mol
DFT total energy   -2179.4424 Ha
LUMO level   0.276 eV

Positions of all 65 atoms, in Å:
K 0.7680 0.9866 0.1669
C -1.2449 1.3841 2.7777
N -0.2156 0.3496 2.6034
C -0.7284 -1.0042 2.7721
C -1.4358 -1.5574 1.5423
C -2.7552 -1.9732 1.6131
C -3.3640 -2.4860 0.4762
C -2.6295 -2.5647 -0.6913
C -1.3116 -2.1259 -0.6685
N -0.7149 -1.6377 0.4131
C 0.9779 0.6029 3.4275
C 1.9417 1.6932 2.9346
C 3.2945 1.5550 3.2190
C 4.1768 2.5306 2.7958
C 3.6820 3.6165 2.0954
C 2.3238 3.6705 1.8492
N 1.4632 2.7374 2.2582
C -2.3191 1.3888 1.6967
C -3.6531 1.4687 2.0664
C -4.6253 1.4864 1.0780
C -4.2233 1.4044 -0.2413
C -2.8651 1.3327 -0.5173
N -1.9142 1.3423 0.4183
H -1.7279 1.2889 3.7637
H -0.7459 2.3530 2.7537
H 0.1263 -1.6581 2.9538
H -1.3923 -1.0819 3.6473
H -3.2933 -1.8765 2.5472
H -4.3969 -2.8093 0.5079
H -3.0533 -2.9507 -1.6082
H -0.7119 -2.1578 -1.5727
H 0.7053 0.8242 4.4722
H 1.5579 -0.3192 3.4450
H 3.6434 0.6713 3.7381
H 5.2376 2.4343 2.9865
H 4.3269 4.3971 1.7179
H 1.9072 4.4930 1.2797
H -3.9085 1.5026 3.1171
H -5.6750 1.5497 1.3364
H -4.9334 1.3977 -1.0566
H -2.5262 1.2552 -1.5465
N 2.6311 -1.6740 0.4206
C 3.9428 -1.3690 -0.1818
C 3.7685 -0.6557 -1.5218
C 2.7836 0.4866 -1.3456
O 3.0789 1.3662 -0.5013
O 1.6786 0.3982 -1.9746
H 2.6740 -2.4964 1.0084
H 1.9357 -1.8787 -0.2900
H 4.5478 -2.2708 -0.3271
H 4.4817 -0.7047 0.4958
H 3.4113 -1.3492 -2.2848
H 4.7339 -0.2624 -1.8465
N 2.5921 -0.8835 -5.7702
C 1.4948 -0.9094 -5.4333
C 0.1001 -0.9611 -5.0315
C -0.7663 -1.8852 -5.5922
C -2.0802 -1.8804 -5.1588
C -2.4502 -0.9579 -4.1919
N -1.6211 -0.0725 -3.6384
C -0.3564 -0.0719 -4.0621
H -0.4104 -2.5799 -6.3410
H -2.8075 -2.5709 -5.5622
H -3.4771 -0.9381 -3.8411
H 0.3462 0.6064 -3.5964

These are the Löwdin partial charges, in e, on atoms 1 to 6: 0.833, -0.129, -0.205, -0.123, -0.267, -0.030



Entry 2:
Molecular formula: C10H19N3O3
Method: DFT, wB97M-V/def2-TZVPD

Results
Frontier orbital gap   5.7 eV
Energy relative to the best compared isomer or geometry (same formula, charge and spin)   259.1 kcal per mole
Max |F|   8.25 eV Å⁻¹
Molar mass   229.280 g/mol
DFT total energy   -782.0676 Ha
LUMO level   -1.185 eV

Positions of all 35 atoms, in Å:
C 3.2298 -0.3880 1.2791
O 3.7652 0.7734 0.5510
C 2.8489 1.2358 -0.5092
C 2.2050 2.6982 -0.1407
C 1.1809 2.6898 1.1531
C -0.3779 3.0590 0.7678
C -1.2374 1.8192 0.1257
N -2.5334 2.1292 -0.6289
C -3.0665 0.7814 -1.1155
C -2.0917 -0.4649 -0.6484
N -1.0275 0.3209 0.1192
N 0.0301 -0.3577 0.7041
H 2.8185 -1.2511 0.5992
H 4.1228 -0.8246 1.9319
H 2.3822 -0.1151 2.0661
H 2.0418 0.4409 -0.8350
H 3.5304 1.4035 -1.4749
H 1.6398 3.1802 -1.0638
H 3.1154 3.4307 0.0973
H 1.2329 1.7201 1.8074
H 1.5547 3.5765 1.8597
H -0.9666 3.5082 1.7039
H -0.3297 3.9290 -0.0436
H -2.9466 3.0834 -0.7594
H -4.0558 0.6155 -1.7630
H -2.1943 -1.6131 -0.8610
H -0.1812 -0.6849 1.6734
H 0.4008 -1.1252 0.0947
C -1.6912 -5.1483 -1.2212
C -2.7923 -4.3161 -0.5869
O -3.1297 -4.6662 0.5780
O -3.2299 -3.3777 -1.3099
H -1.3547 -5.9428 -0.5481
H -2.0582 -5.6087 -2.1433
H -0.8345 -4.5108 -1.4591

These are the Löwdin partial charges, in e, on atoms 1 to 6: -0.138, -0.237, -0.222, -0.163, -0.199, -0.129



Entry 3:
Molecular formula: C2H4NP
Method: DFT, wB97M-V/def2-TZVPD

Results
Frontier orbital gap   7.3 eV
Energy relative to the best compared isomer or geometry (same formula, charge and spin)   78.1 kcal per mole
Max |F|   6.32 eV Å⁻¹
Molar mass   73.035 g/mol
SMILES string   C=C=NP
DFT total energy   -474.5492 Ha
LUMO level   -0.401 eV

Positions of all 8 atoms, in Å:
C 1.1563 1.4415 1.0816
C 0.5202 0.6378 0.2828
N -0.3072 -0.0696 -0.1610
P -1.2827 -0.9873 -1.7206
H 1.1834 2.1662 1.8691
H 2.0304 0.8458 1.5112
H -2.5003 -1.7132 -1.3131
H -0.8001 -2.3213 -1.5499

These are the Löwdin partial charges, in e, on atoms 1 to 6: -0.072, -0.401, -0.124, 0.793, 0.035, 0.063